The following is a DFT calculation (ωB97M-V/def2-TZVPD) of 11 unconnected molecules or ions with the total composition C34H88Cl6N4O12 in a non-equilibrium geometry.

XYZ file:
```
144
C34H88Cl6N4O12 | OMol25 | ωB97M-V/def2-TZVPD
Cl -1.880 0.766 -0.180
C -1.160 0.140 1.291
C -1.300 -1.428 1.372
Cl -2.981 -1.953 1.454
H -1.661 0.665 2.104
H -0.106 0.411 1.227
H -0.746 -1.713 2.267
H -0.823 -1.797 0.464
Cl 1.771 -1.228 3.848
C 0.851 0.120 4.721
C -0.006 -0.493 5.928
Cl -1.261 -1.610 5.348
H 0.212 0.654 4.018
H 1.649 0.800 5.022
H -0.486 0.274 6.535
H 0.736 -1.003 6.543
Cl -2.031 -2.485 -2.774
C -3.604 -3.058 -1.922
C -4.627 -1.915 -2.059
Cl -6.201 -2.305 -1.232
H -3.340 -3.278 -0.888
H -3.961 -3.937 -2.459
H -4.792 -1.641 -3.101
H -4.278 -0.979 -1.624
C 0.221 4.431 1.997
O -0.251 3.078 2.103
H -0.616 5.111 2.151
H 0.856 4.518 2.878
H 0.806 4.523 1.081
H -1.152 3.071 2.436
C -5.803 -3.402 2.636
O -6.742 -3.839 3.595
H -4.954 -3.011 3.197
H -5.414 -4.113 1.908
H -6.282 -2.551 2.150
H -7.402 -4.323 3.093
C -1.619 -5.485 0.504
O -0.910 -6.679 0.270
H -1.907 -5.110 -0.478
H -2.459 -5.727 1.155
H -1.056 -4.727 1.049
H -0.721 -7.235 1.029
C -3.594 1.786 3.814
O -2.261 2.304 4.111
H -3.618 1.241 2.871
H -3.933 1.075 4.568
H -4.206 2.688 3.837
H -2.120 2.218 5.057
C 3.815 2.071 2.712
O 3.974 1.701 1.334
C 2.967 0.722 0.914
C 3.102 0.353 -0.570
N 4.323 -0.415 -0.706
C 4.685 -0.904 -2.066
C 6.161 -1.437 -2.168
O 7.176 -0.451 -1.890
C 7.549 0.423 -2.944
H 4.638 2.736 2.971
H 3.728 1.163 3.310
H 2.885 2.633 2.802
H 1.992 1.178 1.087
H 3.013 -0.185 1.515
H 3.206 1.229 -1.210
H 2.325 -0.302 -0.963
H 5.026 -0.223 -0.006
H 4.615 -0.064 -2.757
H 3.965 -1.635 -2.433
H 6.403 -1.782 -3.174
H 6.462 -2.120 -1.374
H 8.205 -0.144 -3.604
H 8.180 1.189 -2.492
H 6.761 0.893 -3.533
C 6.985 -0.017 2.235
O 5.941 -0.945 2.441
C 6.319 -2.265 2.187
C 5.084 -3.240 2.291
N 4.297 -3.304 1.055
C 3.161 -4.140 1.378
C 2.278 -4.325 0.120
O 1.593 -3.121 -0.127
C 1.155 -3.019 -1.493
H 7.451 -0.359 1.311
H 7.724 0.030 3.035
H 6.574 0.972 2.032
H 7.035 -2.538 2.963
H 6.799 -2.292 1.209
H 4.455 -2.964 3.138
H 5.368 -4.267 2.519
H 3.895 -2.408 0.818
H 2.519 -3.683 2.131
H 3.408 -5.141 1.731
H 1.543 -5.094 0.358
H 2.973 -4.761 -0.598
H 0.569 -2.099 -1.483
H 0.542 -3.826 -1.893
H 1.980 -2.794 -2.168
C -2.296 0.599 -4.069
O -0.980 1.125 -4.143
C -0.045 0.412 -3.419
C 1.412 1.010 -3.482
N 1.799 1.329 -4.804
C 3.039 1.997 -5.006
C 3.211 2.365 -6.515
O 2.083 3.132 -6.943
C 2.214 3.718 -8.227
H -2.611 0.308 -3.067
H -2.291 -0.321 -4.653
H -3.019 1.334 -4.423
H -0.026 -0.588 -3.853
H -0.314 0.331 -2.366
H 2.149 0.377 -2.987
H 1.341 1.952 -2.939
H 1.154 1.970 -5.245
H 3.791 1.273 -4.690
H 3.123 2.896 -4.395
H 3.351 1.442 -7.080
H 4.098 2.997 -6.521
H 1.213 3.971 -8.576
H 2.668 3.085 -8.990
H 2.750 4.665 -8.286
C -4.953 5.464 2.069
O -5.597 5.052 0.869
C -4.724 4.436 -0.120
C -5.663 3.707 -1.102
N -6.495 2.695 -0.471
C -5.752 1.454 -0.283
C -6.351 0.457 0.859
O -6.125 1.096 2.063
C -6.768 0.518 3.151
H -5.616 6.007 2.742
H -4.157 6.149 1.780
H -4.649 4.625 2.696
H -4.084 3.752 0.435
H -4.115 5.173 -0.645
H -5.031 3.359 -1.920
H -6.391 4.418 -1.493
H -6.590 3.048 0.470
H -4.683 1.540 -0.090
H -5.851 0.876 -1.202
H -5.701 -0.416 0.811
H -7.401 0.208 0.708
H -7.679 -0.035 2.927
H -6.984 1.309 3.870
H -6.096 -0.147 3.693
```

## Properties
<S²>: 0.75
E in eV: -142341.389
Net charge: -1
Spin multiplicity: 2
Kohn-Sham gap (alpha / beta) in eV: 1.725 / 8.375

Mulliken population analysis, charges in e, atoms 1 to 99: atom 1 (Cl): -0.05, atom 2 (C): 1.56, atom 3 (C): 0.24, atom 4 (Cl): -0.05, atom 5 (H): -0.48, atom 6 (H): -1.09, atom 7 (H): 0.18, atom 8 (H): -0.36, atom 9 (Cl): -0.32, atom 10 (C): -0.25, atom 11 (C): -0.58, atom 12 (Cl): -0.09, atom 13 (H): -0.48, atom 14 (H): 0.58, atom 15 (H): 0.63, atom 16 (H): 0.18, atom 17 (Cl): -0.13, atom 18 (C): -0.17, atom 19 (C): -0.08, atom 20 (Cl): -0.19, atom 21 (H): -0.17, atom 22 (H): 0.56, atom 23 (H): 0.49, atom 24 (H): -0.28, atom 25 (C): -1.26, atom 26 (O): -0.40, atom 27 (H): 0.39, atom 28 (H): 0.27, atom 29 (H): 0.24, atom 30 (H): -0.01, atom 31 (C): -0.42, atom 32 (O): -0.51, atom 33 (H): 0.13, atom 34 (H): 0.30, atom 35 (H): 0.18, atom 36 (H): 0.29, atom 37 (C): -0.28, atom 38 (O): -0.57, atom 39 (H): 0.08, atom 40 (H): 0.36, atom 41 (H): 0.11, atom 42 (H): 0.30, atom 43 (C): -0.93, atom 44 (O): 1.69, atom 45 (H): -0.07, atom 46 (H): 0.17, atom 47 (H): 0.30, atom 48 (H): -0.87, atom 49 (C): -0.58, atom 50 (O): -0.50, atom 51 (C): 0.39, atom 52 (C): 0.24, atom 53 (N): 0.04, atom 54 (C): 0.55, atom 55 (C): -0.93, atom 56 (O): -0.30, atom 57 (C): -0.64, atom 58 (H): 0.37, atom 59 (H): 0.19, atom 60 (H): 0.04, atom 61 (H): 0.08, atom 62 (H): -0.10, atom 63 (H): 0.22, atom 64 (H): -0.57, atom 65 (H): 0.13, atom 66 (H): -0.09, atom 67 (H): -0.08, atom 68 (H): 0.48, atom 69 (H): 0.18, atom 70 (H): 0.32, atom 71 (H): 0.26, atom 72 (H): 0.18, atom 73 (C): -0.76, atom 74 (O): -0.19, atom 75 (C): -0.53, atom 76 (C): -0.63, atom 77 (N): -0.21, atom 78 (C): -0.58, atom 79 (C): -0.76, atom 80 (O): 0.25, atom 81 (C): -0.54, atom 82 (H): 0.32, atom 83 (H): 0.29, atom 84 (H): 0.19, atom 85 (H): 0.43, atom 86 (H): 0.20, atom 87 (H): 0.24, atom 88 (H): 0.55, atom 89 (H): 0.02, atom 90 (H): 0.13, atom 91 (H): 0.55, atom 92 (H): 0.30, atom 93 (H): 0.31, atom 94 (H): -0.32, atom 95 (H): 0.48, atom 96 (H): 0.17, atom 97 (C): -0.34, atom 98 (O): -0.40, atom 99 (C): -0.04

=====

The following is a DFT calculation (ωB97M-V/def2-TZVPD) of a molecular structure, C22H28BN9Pt in a non-equilibrium geometry.

XYZ file:
```
61
C22H28BN9Pt | OMol25 | ωB97M-V/def2-TZVPD
Pt 0.162 -0.194 0.058
C -1.524 1.620 2.773
C -2.301 2.050 1.521
C -3.386 3.058 1.893
C -1.360 2.602 0.482
C -1.248 3.899 -0.026
C -0.196 3.866 -0.915
N 0.300 2.615 -0.939
N -0.424 1.845 -0.091
B 1.463 2.042 -1.730
N 2.502 1.405 -0.815
C 3.809 1.672 -0.646
C 4.304 0.832 0.323
C 3.231 0.036 0.730
N 2.152 0.400 0.024
C 3.242 -1.036 1.794
C 3.719 -0.447 3.127
C 1.904 -1.740 1.989
N 0.879 0.858 -2.631
C 0.886 0.765 -4.019
C 0.282 -0.429 -4.426
C -0.073 -1.038 -3.274
N 0.316 -0.182 -2.155
C -0.748 -2.366 -3.159
C -1.007 -2.864 -1.743
C -2.054 -2.345 -3.981
H -2.197 1.144 3.490
H -1.072 2.489 3.261
H -0.716 0.920 2.544
H -2.788 1.173 1.086
H -2.950 3.945 2.357
H -4.075 2.614 2.612
H -3.964 3.371 1.023
H -1.855 4.751 0.239
H 0.241 4.648 -1.520
H 1.952 2.867 -2.448
H 4.294 2.450 -1.217
H 5.315 0.787 0.693
H 3.970 -1.781 1.475
H 3.010 0.298 3.498
H 4.692 0.033 3.023
H 3.813 -1.237 3.874
H 1.159 -1.040 2.390
H 2.000 -2.545 2.719
H 1.544 -2.200 1.058
H 1.323 1.562 -4.613
H 0.151 -0.789 -5.434
H -0.064 -3.065 -3.650
H -1.777 -2.263 -1.261
H -0.103 -2.867 -1.132
H -1.369 -3.891 -1.788
H -2.775 -1.650 -3.545
H -2.490 -3.344 -3.974
H -1.884 -2.060 -5.019
N -1.476 -1.162 0.987
C -1.968 -2.006 1.576
C -2.618 -3.041 2.311
C -2.697 -2.950 3.714
N -2.758 -2.878 4.870
C -3.136 -4.147 1.608
N -3.559 -5.059 1.030
```

## Properties
<S²>: 6.05
E in eV: -40583.602
Net charge: +2
Spin multiplicity: 5
Kohn-Sham gap (alpha / beta) in eV: 8.947 / 4.967

Partial atomic charges computed with the natural (NBO) method, in multiples of e: atom 1 (Pt): 1.21, atom 2 (C): -0.59, atom 3 (C): -0.26, atom 4 (C): -0.60, atom 5 (C): 0.22, atom 6 (C): -0.32, atom 7 (C): 0.04, atom 8 (N): -0.36, atom 9 (N): -0.37, atom 10 (B): 0.52, atom 11 (N): -0.35, atom 12 (C): 0.05, atom 13 (C): -0.32, atom 14 (C): 0.23, atom 15 (N): -0.40, atom 16 (C): -0.27, atom 17 (C): -0.59, atom 18 (C): -0.61, atom 19 (N): -0.20, atom 20 (C): 0.19, atom 21 (C): -0.34, atom 22 (C): 0.36, atom 23 (N): -0.17, atom 24 (C): -0.30, atom 25 (C): -0.61, atom 26 (C): -0.59, atom 27 (H): 0.23, atom 28 (H): 0.23, atom 29 (H): 0.18, atom 30 (H): 0.21, atom 31 (H): 0.22, atom 32 (H): 0.23, atom 33 (H): 0.23, atom 34 (H): 0.26, atom 35 (H): 0.25, atom 36 (H): 0.01, atom 37 (H): 0.25, atom 38 (H): 0.26, atom 39 (H): 0.24, atom 40 (H): 0.21, atom 41 (H): 0.23, atom 42 (H): 0.23, atom 43 (H): 0.20, atom 44 (H): 0.26, atom 45 (H): 0.20, atom 46 (H): 0.27, atom 47 (H): 0.29, atom 48 (H): 0.27, atom 49 (H): 0.21, atom 50 (H): 0.21, atom 51 (H): 0.26, atom 52 (H): 0.22, atom 53 (H): 0.25, atom 54 (H): 0.23, atom 55 (N): -0.43, atom 56 (C): 0.44, atom 57 (C): -0.17, atom 58 (C): 0.20, atom 59 (N): -0.07, atom 60 (C): 0.21, atom 61 (N): -0.09

=====

Q: Number 1 is which compound?
A: C34H88Cl6N4O12

=====

Q: What is the formula in the second record?
A: C22H28BN9Pt

=====

Q: Look up the <S²> of the first one.
A: 0.75